The following is a DFT calculation (ωB97M-V/def2-TZVPD) of an isolated ion of composition C4H10NO2 and charge -1.

Each line ends with the natural charge from an NBO analysis.
Geometry (Å):
C (0.21, -0.64, -1.71)  -0.62
C (-0.43, -0.04, -0.45)  -0.07
C (-0.32, -1.02, 0.73)  -0.07
O (-1.24, -2.11, 0.64)  -0.76
N (0.17, 1.28, -0.24)  -0.73
C (0.58, 1.67, 1.29)  0.15
O (1.48, 0.84, 1.71)  -0.93
H (1.28, -0.53, -1.60)  0.21
H (0.06, -0.06, -2.62)  0.19
H (-0.18, -1.64, -1.98)  0.20
H (-1.48, 0.14, -0.69)  0.14
H (0.64, -1.54, 0.71)  0.18
H (-0.45, -0.47, 1.65)  0.19
H (-2.07, -1.86, 0.20)  0.45
H (1.07, 1.45, -0.67)  0.34
H (0.97, 2.72, 1.05)  0.06
H (-0.30, 1.81, 1.96)  0.07

Its total energy is -363.6031 a.u. As for the highest occupied orbital energy: -2.6889 eV. The total charge is -1. Its SMILES is C[C@@H](CO)NC[O-]. Its multiplicity is 1.

The following is a DFT calculation (ωB97M-V/def2-TZVPD) of a 3-piece molecular cluster, C33H79BN7O10P2S2 overall.

Each line ends with the Mulliken charge.
Geometry (Å):
C (-0.56, -6.49, -0.14)  -1.40
C (-0.93, -5.18, -0.80)  -0.32
O (-0.29, -4.07, -0.14)  -0.17
B (0.14, -3.10, -1.00)  0.73
O (-0.82, -2.44, -1.73)  -1.08
C (1.74, -2.84, -1.08)  -1.66
C (2.48, -1.75, -0.28)  1.96
C (2.93, -2.39, 1.10)  -1.18
C (1.91, -3.20, 1.86)  -1.39
O (0.66, -2.54, 2.10)  -0.01
C (0.07, -2.98, 3.27)  -0.12
O (-0.42, -4.03, 3.32)  -0.39
P (1.62, -0.20, 0.31)  0.10
S (-0.05, 0.33, -0.52)  -0.30
C (3.83, -1.35, -1.11)  1.97
C (5.06, -1.02, -0.26)  -3.20
C (6.27, -1.98, -0.14)  1.14
N (7.30, -1.75, -1.16)  -0.51
N (6.96, -1.50, 1.11)  -0.85
N (6.02, -3.41, 0.03)  -0.41
P (3.75, 0.35, -2.07)  -0.60
N (4.84, 0.17, -3.44)  -0.50
O (2.28, 0.59, -2.76)  -0.52
C (3.83, -2.64, -2.00)  -1.16
S (5.21, -3.08, -3.08)  0.26
N (2.44, -3.04, -2.41)  1.43
C (2.32, -4.42, -2.96)  0.44
C (3.14, -5.52, -2.26)  -1.18
C (1.71, -2.20, -3.43)  -0.93
C (2.45, -1.67, -4.67)  -0.03
C (2.18, -2.46, -6.00)  -1.06
C (3.45, -2.62, -6.86)  -1.09
C (4.22, -3.94, -6.69)  -0.03
C (5.73, -3.73, -6.95)  -0.73
C (6.60, -4.94, -6.56)  -0.73
O (7.15, -4.85, -5.26)  -0.33
C (6.88, -5.95, -4.42)  -0.27
H (-0.91, -7.30, -0.78)  0.43
H (0.52, -6.61, -0.04)  0.28
H (-1.07, -6.60, 0.81)  0.33
H (-0.65, -5.26, -1.86)  0.32
H (-2.01, -5.02, -0.78)  0.50
H (-1.23, -3.01, -2.40)  0.35
H (2.05, -3.78, -0.60)  0.36
H (3.80, -3.02, 0.89)  -0.44
H (3.21, -1.54, 1.73)  0.90
H (2.34, -3.49, 2.82)  0.75
H (1.69, -4.15, 1.36)  0.31
H (0.08, -2.34, 4.16)  0.42
H (1.38, -0.35, 1.69)  0.18
H (2.50, 0.92, 0.30)  0.16
H (5.53, -0.10, -0.61)  0.99
H (4.80, -0.73, 0.76)  0.35
H (6.99, -1.09, -1.86)  0.17
H (8.16, -1.47, -0.73)  0.26
H (6.34, -1.54, 1.91)  0.27
H (7.76, -2.10, 1.29)  0.32
H (6.75, -3.99, -0.37)  0.26
H (5.94, -3.61, 1.02)  0.24
H (4.36, 0.59, -4.24)  0.25
H (5.61, 0.80, -3.25)  0.31
H (2.31, 0.94, -3.66)  0.35
H (4.04, -3.37, -1.20)  0.20
H (5.35, -2.10, -3.99)  0.11
H (1.29, -4.76, -2.95)  0.65
H (2.62, -4.42, -4.01)  -0.69
H (4.05, -5.69, -2.81)  0.30
H (3.35, -5.33, -1.21)  0.17
H (2.58, -6.46, -2.30)  0.34
H (0.90, -2.81, -3.83)  0.83
H (1.16, -1.37, -2.99)  0.81
H (2.03, -0.69, -4.88)  0.33
H (3.52, -1.52, -4.59)  -0.79
H (1.68, -3.41, -5.81)  0.54
H (1.46, -1.89, -6.59)  0.45
H (3.19, -2.51, -7.91)  0.54
H (4.13, -1.79, -6.62)  0.40
H (3.88, -4.66, -7.44)  0.38
H (4.14, -4.35, -5.67)  -0.02
H (6.07, -2.87, -6.36)  0.26
H (5.90, -3.57, -8.01)  0.50
H (7.44, -4.93, -7.26)  0.38
H (6.04, -5.86, -6.76)  0.34
H (6.50, -6.84, -4.94)  0.35
H (6.16, -5.66, -3.65)  -0.13
H (7.78, -6.26, -3.89)  0.27
C (-2.91, -0.12, 2.35)  -0.46
O (-4.22, 0.25, 1.96)  -0.31
C (-5.12, 0.45, 3.04)  -0.87
C (-5.44, 1.92, 3.24)  -0.15
N (-4.29, 2.65, 3.75)  -0.32
C (-4.41, 4.11, 3.68)  -0.53
C (-4.62, 4.76, 2.31)  -0.30
O (-3.50, 4.69, 1.44)  -0.47
C (-3.35, 3.46, 0.75)  -0.48
H (-2.38, -0.46, 1.46)  0.00
H (-2.36, 0.73, 2.77)  0.30
H (-2.93, -0.94, 3.08)  0.36
H (-4.76, -0.01, 3.96)  0.39
H (-6.05, -0.07, 2.77)  0.41
H (-6.27, 2.02, 3.94)  0.38
H (-5.77, 2.31, 2.27)  0.17
H (-3.47, 2.38, 3.23)  0.06
H (-3.49, 4.52, 4.10)  0.35
H (-5.22, 4.42, 4.34)  0.25
H (-4.78, 5.82, 2.49)  0.20
H (-5.52, 4.40, 1.80)  0.32
H (-4.31, 3.01, 0.49)  0.27
H (-2.75, 2.76, 1.33)  0.16
H (-2.80, 3.66, -0.18)  0.28
C (-6.35, 10.54, 6.53)  -0.70
O (-7.63, 9.98, 6.74)  -0.33
C (-8.58, 10.31, 5.74)  -0.81
C (-8.90, 9.12, 4.85)  -0.15
N (-7.77, 8.78, 3.99)  -0.32
C (-7.88, 7.48, 3.34)  -0.75
C (-8.02, 6.22, 4.20)  -0.55
O (-6.86, 5.88, 4.94)  -0.32
C (-6.68, 6.61, 6.15)  -0.65
H (-5.78, 10.41, 7.45)  0.23
H (-5.80, 10.04, 5.73)  0.29
H (-6.41, 11.61, 6.32)  0.34
H (-8.27, 11.18, 5.15)  0.40
H (-9.50, 10.59, 6.27)  0.39
H (-9.76, 9.37, 4.22)  0.38
H (-9.18, 8.29, 5.51)  0.15
H (-6.93, 8.78, 4.55)  0.07
H (-6.98, 7.36, 2.73)  0.37
H (-8.73, 7.51, 2.64)  0.41
H (-8.18, 5.38, 3.52)  0.36
H (-8.90, 6.25, 4.86)  0.38
H (-7.63, 6.84, 6.63)  0.34
H (-6.12, 7.53, 5.97)  0.17
H (-6.09, 5.99, 6.83)  0.31

Its total energy is -3944.0234 a.u. As for the highest occupied orbital energy: -9.4955 eV. The total charge is +1. Its multiplicity is 1.

What orbital gap values result from the calculations? In sequence: 0.2385, 0.2744 Eh.
What energy above the lowest of the compared OMol25 structures with the same formula, charge and spin values result from the calculations? In sequence: 76.1, 55.1 kcal per mole.